[1]
Below is an isolated molecule of C3H9NO4S at a distorted geometry, with properties calculated with ωB97M-V with the def2-TZVPD basis set.

Output
Electronic energy = -23770.196 eV
Highest occupied orbital energy = -0.351 hartree
ΔE to the lowest compared entry with this formula, charge and spin = 118.5 kJ/mol
LUMO level = 0.661 eV
Charge = 0
Kohn-Sham gap = 10.20 eV

XYZ file:
```
18
Properties=species:S:1:pos:R:3:mulliken_charge:R:1
C 1.7209 1.0014 0.2795 -0.703
C 0.6270 -0.6013 -1.0465 -0.699
C -0.8078 -1.0199 -0.4348 -0.100
N 1.5064 -0.3561 0.0331 -0.315
O -3.2534 -0.0101 -0.0436 -0.643
O -1.5144 0.6479 1.5831 -0.473
O -1.4791 1.6426 -0.6888 -0.583
O -0.5162 -1.7521 0.6131 -0.537
S -1.8750 0.4164 -0.0385 1.147
H 0.7415 1.4520 0.1536 0.221
H 2.1619 1.2768 1.2949 0.276
H 2.2886 1.6616 -0.4336 0.309
H 0.9810 -1.3850 -1.6979 0.389
H 0.5740 0.4425 -1.6526 0.317
H -1.4132 -1.6515 -1.1850 0.414
H 2.3104 -0.9838 0.1479 0.213
H 0.1338 -1.1864 1.0094 0.471
H -2.1866 0.4050 2.1067 0.296
```


[2]
Below is a structure of composition C6H9InN3NaO2 at a distorted geometry, with properties calculated with ωB97M-V with the def2-TZVPD basis set.

Output
Electronic energy = -24520.300 eV
Highest occupied orbital energy = -0.318 hartree
LUMO level = -1.342 eV
Charge = 0
Kohn-Sham gap = 7.32 eV

XYZ file:
```
22
Properties=species:S:1:pos:R:3:mulliken_charge:R:1
C 3.4239 0.3957 2.1280 -0.273
C 2.6361 0.3074 1.1910 -0.630
In 1.5207 0.1221 -0.7796 1.198
N 1.9317 -1.8399 -1.4760 -0.726
C -0.6681 0.5202 -0.4655 -0.360
C -1.2597 -0.7869 0.2362 -0.611
C -2.7856 -0.5371 0.5830 0.429
N -3.5200 -1.6278 1.2293 -0.651
O -3.2667 0.5448 0.3059 -0.463
O 2.2042 1.6799 -2.0160 -0.660
C 1.6444 2.7762 -1.5060 0.602
N 0.9806 3.6358 -1.0788 -0.614
H 4.3441 0.2927 2.7517 0.330
H 1.4301 -2.0502 -2.3454 0.175
H 2.9446 -1.8842 -1.6124 0.187
H -1.1118 0.6779 -1.4958 0.484
H -0.8667 1.4522 0.1396 -0.589
H -1.1718 -1.6054 -0.5413 0.315
H -0.6455 -1.0313 1.1567 0.318
H -3.1444 -1.6463 2.1916 0.291
H -3.2480 -2.5185 0.7865 0.316
Na -1.3721 3.1226 0.6175 0.933
```